Record 1
Molecular formula: C15H44N4O19
Method: DFT, ωB97M-V/def2-TZVPD

Properties
E_HOMO   -9.999 eV
HOMO-LUMO gap   10.032 eV
2S+1   1
LUMO energy   0.03 eV
Structure (SMILES)   C[N+](=O)[O-].C[N+](=O)[O-].C[N+](=O)[O-].C[N+](=O)[O-].COC(=O)OC.COC(=O)OC.CO.CO.CO.CO.CO
Charge   0
ΔE to the lowest compared entry with this formula, charge and spin   0.261 eV

Geometry as XYZ:
```
82
Properties=species:S:1:pos:R:3:mulliken_charge:R:1
C 3.70034 2.55536 -1.56415 -0.841
N 2.76386 3.38392 -0.76329 0.893
O 2.61446 4.52918 -1.09676 -0.522
O 2.20372 2.84841 0.17256 -0.448
H 3.16137 2.29110 -2.47238 0.308
H 3.92003 1.63886 -1.03035 0.267
H 4.56963 3.17594 -1.74320 0.343
C -3.35364 0.39436 -1.43784 0.167
N -4.26142 1.55662 -1.63993 1.011
O -5.42845 1.29754 -1.84756 -0.607
O -3.86270 2.69117 -1.45539 -0.598
H -2.44037 0.56597 -2.00495 -0.145
H -3.87070 -0.42909 -1.91384 0.320
H -3.09089 0.32488 -0.38949 0.155
C -2.74260 -1.05385 3.56586 -0.835
N -2.04111 -2.26855 3.06863 0.823
O -1.81870 -3.16446 3.83928 -0.530
O -1.74366 -2.26007 1.89330 -0.412
H -3.40318 -0.69882 2.78043 0.284
H -2.00595 -0.26194 3.68433 0.273
H -3.24555 -1.30179 4.48985 0.340
C 2.08738 -1.11011 5.71779 -0.842
N 0.84357 -0.68750 5.02079 0.883
O -0.19293 -0.73747 5.61039 -0.557
O 0.98976 -0.30881 3.88767 -0.406
H 2.81727 -1.47493 5.01165 0.294
H 1.83224 -1.80764 6.50866 0.320
H 2.38759 -0.18692 6.21902 0.317
C -2.18919 -3.69851 -1.15980 0.243
O -1.07014 -4.58906 -1.11873 -0.445
C 0.11167 -4.04954 -1.17337 0.533
O 0.25606 -2.85466 -1.27621 -0.077
O 1.04159 -4.96271 -1.15288 -0.417
C 2.40071 -4.64130 -1.23317 -0.629
H -2.15619 -3.13272 -0.23205 -0.140
H -3.09702 -4.28364 -1.20998 0.298
H -2.06247 -3.00078 -1.98172 -0.201
H 3.05922 -5.48196 -1.02810 0.265
H 2.69075 -3.86422 -0.51412 0.205
H 2.68595 -4.25149 -2.21565 0.294
C -2.00595 4.99374 0.20623 -0.593
O -1.10110 4.66759 1.25256 -0.322
C -0.04136 5.46779 1.37931 0.821
O 0.16813 6.39708 0.68252 -0.573
O 0.70350 5.12527 2.39539 -0.364
C 0.48573 3.93540 3.13743 -0.408
H -2.87616 4.37008 0.37661 0.214
H -1.55140 4.85356 -0.77214 0.188
H -2.33097 6.03632 0.24064 0.376
H -0.51998 3.85544 3.56206 0.307
H 1.14918 3.92855 3.99578 0.269
H 0.63801 3.10427 2.44980 0.088
C -1.51687 -1.56976 -4.00622 -0.351
O -2.72121 -0.89288 -4.26116 -0.566
H -0.71366 -1.27150 -4.69998 0.345
H -1.04954 -1.32049 -3.04349 -0.153
H -1.54427 -2.65015 -4.14658 0.469
H -2.51208 0.00927 -4.52034 0.326
C 2.82413 -0.85861 -2.82726 0.288
O 2.74547 -0.68236 -4.23118 -0.535
H 2.63526 -1.90870 -2.57146 -0.160
H 3.83966 -0.65984 -2.46023 0.426
H 2.11125 -0.21394 -2.31788 -0.308
H 3.58902 -0.83911 -4.65449 0.276
C 1.51568 -2.80212 1.90258 0.031
O 2.62709 -3.18405 2.72068 -0.543
H 0.66992 -2.55180 2.54412 -0.194
H 1.73571 -1.88496 1.35158 0.152
H 1.17772 -3.61681 1.26359 0.194
H 3.08838 -3.89810 2.27688 0.308
C 0.17818 0.33613 0.46460 -0.370
O -0.47599 -0.23070 -0.66883 0.545
H -0.18782 -0.15205 1.37275 -0.118
H 1.24319 0.11153 0.33801 0.144
H 0.04357 1.41182 0.52100 0.141
H -0.19413 -1.15587 -0.74546 -0.248
C -0.62965 2.55767 -2.77007 -0.085
O -0.69535 1.18440 -3.17716 -0.388
H -1.44651 2.70910 -2.05346 -0.032
H 0.31186 2.81689 -2.28240 -0.013
H -0.84837 3.15512 -3.64927 0.401
H -0.57853 0.62600 -2.39039 -0.170
```

---

Record 2
Molecular formula: C8H14Br2N3O3
Method: DFT, ωB97M-V/def2-TZVPD

Properties
E_HOMO   -12.214 eV
HOMO-LUMO gap   6.918 eV
2S+1   1
LUMO energy   -5.30 eV
Charge   +1

Geometry as XYZ:
```
30
Properties=species:S:1:pos:R:3:mulliken_charge:R:1
O -2.02385 -0.05795 1.73579 -0.099
N -2.55161 -0.06343 0.72643 0.313
O -1.89549 -1.05461 -0.23006 -0.306
N -0.60192 -0.71971 -0.47229 0.271
C 0.45369 -1.47102 -0.29096 -0.208
N 1.50201 -0.74125 -0.62262 -0.026
C 1.10281 0.51616 -1.01845 -0.022
C 1.92388 1.68562 -1.44570 -0.565
C 2.56387 1.54648 -2.86254 -0.325
C 2.41929 2.89808 -3.59109 -0.718
O 3.30035 3.83021 -2.97794 -0.523
C -0.23311 0.53568 -0.92297 -0.451
H 0.41177 -2.48710 0.06539 0.471
H 2.46449 -1.04504 -0.57230 0.242
H 1.23389 2.53255 -1.48565 0.335
H 2.69128 1.96041 -0.71983 0.409
H 3.64021 1.43997 -2.72040 0.250
H 2.15412 0.72252 -3.44897 0.440
H 1.38746 3.26923 -3.54111 0.364
H 2.68706 2.82297 -4.64422 0.354
H 2.88250 4.20649 -2.19810 0.323
H -0.90249 1.35238 -1.12553 0.460
Br -1.19370 -3.22936 5.13384 -0.098
C -2.42361 -2.87117 3.67237 -0.299
C -3.74587 -2.34958 4.17333 -0.606
Br -4.83458 -3.77409 4.91747 -0.111
H -2.51982 -3.79364 3.10744 0.413
H -1.92369 -2.12340 3.06004 -0.023
H -4.33260 -1.94128 3.35130 0.317
H -3.63633 -1.59612 4.94731 0.419
```

---

Record 3
Molecular formula: C7H13NO
Method: DFT, ωB97M-V/def2-TZVPD

Properties
E_HOMO (spin up / spin down)   -8.207 / -8.206 eV
HOMO-LUMO gap (spin up / spin down)   7.728 / 7.727 eV
2S+1   1
LUMO energy (spin up / spin down)   -0.48 / -0.48 eV
Structure (SMILES)   [H]/N=C(\CC(C)=O)C(C)C
Charge   0
ΔE to the lowest compared entry with this formula, charge and spin   3.706 eV

Geometry as XYZ:
```
22
Properties=species:S:1:pos:R:3:mulliken_charge:R:1
H 2.02859 0.15644 -1.55358 0.269
N 1.42836 0.89754 -1.18755 -0.759
C 0.57922 0.51213 -0.25871 0.617
C 1.03923 0.25067 1.11348 -0.759
C 0.82341 -1.38693 0.57770 0.893
C 1.80530 -2.14474 -0.27817 -1.447
O 0.01526 -1.99475 1.26683 -0.524
C -0.90408 1.10530 -0.37552 0.620
C -1.53303 1.70281 0.87626 -1.649
C -1.79759 0.03998 -0.99628 -1.543
H 2.00318 0.71749 1.31306 0.290
H 0.41293 0.27373 2.00213 0.314
H 2.80356 -1.71472 -0.16453 0.384
H 1.83385 -3.19496 0.01852 0.375
H 1.50675 -2.07449 -1.32582 0.341
H -0.80489 1.91966 -1.10218 0.325
H -1.74687 0.93279 1.62241 0.319
H -2.47542 2.19800 0.61937 0.448
H -0.87851 2.45813 1.31945 0.373
H -2.72920 0.50237 -1.33992 0.421
H -1.33763 -0.42313 -1.87309 0.378
H -2.07243 -0.73331 -0.27385 0.313
```

---

Record 4
Molecular formula: C5H8NO
Method: DFT, ωB97M-V/def2-TZVPD

Properties
E_HOMO (spin up / spin down)   -1.956 / -1.959 eV
HOMO-LUMO gap (spin up / spin down)   6.004 / 6.006 eV
2S+1   1
LUMO energy (spin up / spin down)   4.05 / 4.05 eV
Charge   -1
ΔE to the lowest compared entry with this formula, charge and spin   4.195 eV

Geometry as XYZ:
```
15
Properties=species:S:1:pos:R:3:mulliken_charge:R:1
C 3.03869 -0.41711 -0.27241 -0.877
C -1.28222 1.90584 -0.30731 -0.705
C 1.69384 -0.35176 -0.05109 0.063
C -0.84856 0.65542 -0.04408 0.178
C -1.73391 -0.46534 0.47187 -0.987
N 1.10039 0.67389 0.59384 -0.029
O 1.56155 1.85806 0.57566 -0.681
H 3.58909 -1.32202 -0.33247 0.269
H 3.75625 0.41157 0.05071 0.207
H -0.53116 2.81410 -0.31958 0.180
H -2.25243 2.24003 -0.44265 0.396
H 1.18238 -1.27046 -0.16207 0.240
H -1.66623 -1.52311 -0.08606 0.204
H -2.86530 -0.19250 0.31787 0.295
H -1.73373 -0.71377 1.53277 0.247
```

---

Record 5
Molecular formula: C2H7Br2NSi
Method: DFT, ωB97M-V/def2-TZVPD

Properties
E_HOMO (spin up / spin down)   -6.869 / -9.524 eV
HOMO-LUMO gap (spin up / spin down)   7.643 / 5.667 eV
<S²>   2.00
2S+1   3
LUMO energy (spin up / spin down)   0.77 / -3.86 eV
Charge   0
ΔE to the lowest compared entry with this formula, charge and spin   0.157 eV

Geometry as XYZ:
```
13
Properties=species:S:1:pos:R:3:mulliken_spin:R:1
C 1.52845 0.14526 0.69915 0.007
C -0.41824 1.28534 -0.22117 0.003
N 0.21117 -0.02186 0.00052 0.101
Si -0.09075 -1.46732 -0.84237 0.727
Br 1.04194 -3.16328 0.26200 0.056
Br -4.79549 -0.21242 -0.25602 1.001
H 1.96447 -0.80287 1.02908 0.004
H 2.17818 0.62194 -0.05825 -0.011
H 1.34723 0.88248 1.55683 0.004
H -1.08467 1.20334 -1.13351 0.002
H -0.86099 1.76928 0.74136 0.005
H 0.35817 1.93190 -0.55833 -0.004
H -1.37946 -2.17178 -1.21930 0.106
```

---

Repeat the fifth record exactly.
Molecular formula: C2H7Br2NSi
Method: DFT, ωB97M-V/def2-TZVPD

Properties
E_HOMO (spin up / spin down)   -6.869 / -9.524 eV
HOMO-LUMO gap (spin up / spin down)   7.643 / 5.667 eV
<S²>   2.00
2S+1   3
LUMO energy (spin up / spin down)   0.77 / -3.86 eV
Charge   0
ΔE to the lowest compared entry with this formula, charge and spin   0.157 eV

Geometry as XYZ:
```
13
Properties=species:S:1:pos:R:3:mulliken_spin:R:1
C 1.52845 0.14526 0.69915 0.007
C -0.41824 1.28534 -0.22117 0.003
N 0.21117 -0.02186 0.00052 0.101
Si -0.09075 -1.46732 -0.84237 0.727
Br 1.04194 -3.16328 0.26200 0.056
Br -4.79549 -0.21242 -0.25602 1.001
H 1.96447 -0.80287 1.02908 0.004
H 2.17818 0.62194 -0.05825 -0.011
H 1.34723 0.88248 1.55683 0.004
H -1.08467 1.20334 -1.13351 0.002
H -0.86099 1.76928 0.74136 0.005
H 0.35817 1.93190 -0.55833 -0.004
H -1.37946 -2.17178 -1.21930 0.106
```